Record 1
Molecular formula: C3Li2O3Sr
Method: DFT, wB97M-V/def2-TZVPD

Positions of all 9 atoms, in Å:
O1 -3.87 0.22 0.57
C1 -3.02 1.00 0.33
O2 -2.35 1.95 0.48
Li1 -0.50 1.90 1.33
Li2 -2.97 -1.84 0.68
C2 -1.77 -1.21 -0.86
C3 -0.81 -1.35 -1.62
O3 0.26 -1.58 -2.31
Sr1 1.48 -3.41 -4.25

## Properties
Electronic energy in hartree: -385.1979
Total charge: +2
Strongest force on any atom in eV/Å: 2.56

Record 2
Molecular formula: C35H38N6O11
Method: DFT, wB97M-V/def2-TZVPD

Positions of all 90 atoms, in Å:
C1 1.45 3.42 -1.90
C2 1.21 2.42 -0.75
O1 -0.19 2.07 -0.82
C3 -0.77 2.69 -1.89
O2 -1.90 2.58 -2.25
O3 0.12 3.60 -2.42
H1 1.98 3.09 -2.77
H2 1.83 4.34 -1.50
H3 1.39 2.91 0.23
H4 1.78 1.49 -0.74
C4 0.14 -3.31 -1.09
C5 0.93 -3.52 0.18
C6 1.47 -2.19 0.66
C7 2.54 -1.62 -0.19
N1 3.27 -1.11 -0.88
H5 -0.45 -4.19 -1.37
H6 0.81 -3.00 -1.87
H7 -0.58 -2.50 -0.96
H8 1.64 -4.29 0.01
H9 0.31 -3.83 1.02
H10 1.76 -2.21 1.72
H11 0.78 -1.31 0.67
C8 -4.39 -1.18 -2.60
C9 -4.59 0.29 -2.33
C10 -5.80 0.72 -1.41
C11 -6.08 -0.16 -0.31
N2 -6.22 -0.84 0.64
H12 -5.00 -1.54 -3.48
H13 -4.56 -1.81 -1.76
H14 -3.32 -1.30 -2.87
H15 -4.75 0.92 -3.22
H16 -3.76 0.73 -1.75
H17 -6.71 0.85 -2.05
H18 -5.60 1.70 -0.98
C12 -5.03 -4.76 0.97
C13 -3.98 -5.71 0.97
C14 -3.26 -5.87 2.13
C15 -3.38 -5.06 3.20
C16 -4.34 -4.10 3.24
C17 -5.16 -3.90 2.08
N3 -2.70 -5.37 4.43
O4 -2.96 -4.76 5.47
O5 -1.91 -6.27 4.44
H19 -5.62 -4.57 0.06
H20 -3.74 -6.27 0.04
H21 -2.54 -6.66 2.05
H22 -4.43 -3.46 4.12
H23 -5.95 -3.15 2.11
C18 7.32 2.13 3.99
C19 7.44 3.45 3.50
C20 6.50 3.88 2.58
C21 5.48 2.98 2.24
C22 5.33 1.71 2.78
C23 6.36 1.22 3.58
N4 4.47 3.50 1.33
O6 4.86 4.40 0.58
O7 3.39 2.98 1.26
H24 8.01 1.70 4.69
H25 8.10 4.20 3.98
H26 6.52 4.86 2.18
H27 4.44 1.07 2.59
H28 6.32 0.24 4.02
C24 -0.14 5.41 3.61
C25 -0.62 4.65 2.57
C26 -0.24 3.30 2.38
C27 0.71 2.80 3.24
C28 1.16 3.50 4.32
C29 0.73 4.82 4.52
N5 1.31 1.45 2.95
O8 0.79 0.80 2.06
O9 2.24 1.03 3.62
H29 -0.44 6.44 3.68
H30 -1.27 5.18 1.91
H31 -0.54 2.74 1.55
H32 1.84 3.05 4.97
H33 0.93 5.37 5.45
C30 1.87 -1.27 -4.75
C31 0.97 -0.18 -4.43
C32 -0.07 0.05 -5.31
C33 -0.32 -0.78 -6.35
C34 0.54 -1.84 -6.66
C35 1.62 -2.02 -5.81
N6 -1.46 -0.54 -7.30
O10 -1.21 -0.91 -8.43
O11 -2.44 0.04 -6.94
H34 2.70 -1.49 -4.04
H35 1.17 0.53 -3.69
H36 -0.80 0.85 -5.16
H37 0.38 -2.52 -7.46
H38 2.27 -2.77 -6.11

## Properties
Electronic energy in hartree: -2512.2366
Total charge: 0
Structure (SMILES): O=[N+]([O-])c1ccccc1.O=[N+]([O-])c1ccccc1.O=[N+]([O-])c1ccccc1.O=[N+]([O-])c1ccccc1.O=C1OCCO1.CCCC#N.CCCC#N
Strongest force on any atom in eV/Å: 4.76

Record 3
Molecular formula: C31H46F6O23Si
Method: DFT, wB97M-V/def2-TZVPD

Positions of all 107 atoms, in Å:
C1 -1.72 -4.83 -1.33
C2 -1.77 -4.58 0.18
C3 -2.24 -3.15 0.51
C4 -1.01 -2.27 0.69
O1 -1.46 -0.93 0.88
C5 -0.54 0.00 1.36
C6 -0.81 1.32 0.59
C7 -1.42 1.06 -0.77
O2 -1.35 2.26 -1.54
Si1 -1.06 1.93 -3.16
C8 -1.32 3.45 -4.26
C9 -2.29 0.58 -3.73
C10 0.70 1.30 -3.49
C11 0.93 -0.34 1.15
O3 1.25 -0.39 -0.23
C12 2.50 -1.01 -0.44
O4 -0.69 0.31 2.76
C13 -1.55 -0.51 3.43
O5 -2.64 -0.22 3.70
H1 -2.68 -5.08 -1.75
H2 -1.01 -5.62 -1.56
H3 -1.36 -3.94 -1.85
H4 -2.38 -5.33 0.67
H5 -0.76 -4.71 0.58
H6 -2.77 -3.20 1.46
H7 -2.92 -2.74 -0.23
H8 -0.46 -2.68 1.54
H9 -0.46 -2.32 -0.25
H10 0.08 1.92 0.49
H11 -1.57 1.85 1.16
H12 -0.84 0.28 -1.29
H13 -2.46 0.74 -0.71
H14 -1.60 3.16 -5.27
H15 -0.35 3.92 -4.36
H16 -2.01 4.17 -3.83
H17 -3.11 0.53 -3.01
H18 -1.82 -0.39 -3.88
H19 -2.68 0.92 -4.68
H20 0.62 0.58 -4.28
H21 1.13 0.86 -2.59
H22 1.30 2.15 -3.80
H23 1.49 0.49 1.58
H24 1.27 -1.23 1.70
H25 3.10 -1.05 0.47
H26 2.37 -2.04 -0.78
H27 3.07 -0.46 -1.17
H28 -1.12 -1.46 3.77
C14 -0.99 -5.09 5.74
C15 -0.77 -4.37 4.44
O6 -1.15 -5.33 3.48
C16 -2.10 -6.12 4.07
O7 -2.83 -6.85 3.49
O8 -2.10 -5.94 5.42
F1 0.54 -4.06 4.25
H29 -0.13 -5.69 6.03
H30 -1.25 -4.42 6.57
H31 -1.37 -3.47 4.31
C17 2.82 5.51 -4.27
C18 3.00 6.29 -5.55
O9 2.68 5.34 -6.54
C19 1.79 4.46 -5.98
O10 1.12 3.71 -6.60
O11 1.78 4.59 -4.63
F2 4.29 6.69 -5.71
H32 3.72 4.95 -4.00
H33 2.53 6.13 -3.43
H34 2.35 7.16 -5.64
C20 -2.01 4.70 2.47
C21 -2.17 6.17 2.78
O12 -2.38 6.74 1.50
C22 -2.98 5.77 0.73
O13 -3.53 5.97 -0.29
O14 -2.85 4.55 1.32
F3 -1.04 6.69 3.31
H35 -0.98 4.45 2.20
H36 -2.34 4.06 3.28
H37 -3.02 6.40 3.43
C23 6.21 2.59 -0.87
C24 6.57 4.06 -0.94
O15 5.46 4.61 -1.64
C25 4.39 3.82 -1.36
O16 3.26 4.12 -1.56
O17 4.78 2.63 -0.82
F4 7.69 4.27 -1.66
H38 6.53 2.05 -1.77
H39 6.62 2.10 0.01
H40 6.66 4.55 0.03
C26 -3.11 -3.63 10.21
C27 -2.87 -4.53 9.02
O18 -1.92 -5.44 9.50
C28 -2.12 -5.55 10.86
O19 -1.67 -6.41 11.54
O20 -2.90 -4.53 11.31
F5 -2.34 -3.84 7.98
H41 -2.38 -2.82 10.27
H42 -4.11 -3.21 10.24
H43 -3.76 -5.07 8.68
C29 1.09 -2.66 -7.82
C30 2.23 -2.19 -6.96
O21 1.59 -1.31 -6.05
C31 0.30 -1.75 -5.92
O22 -0.44 -1.42 -5.05
O23 -0.01 -2.63 -6.90
F6 3.15 -1.49 -7.67
H44 0.89 -1.97 -8.65
H45 1.24 -3.66 -8.22
H46 2.73 -2.98 -6.40

## Properties
Total charge: 0
Structure (SMILES): CCCCO[C@](CCO[Si](C)(C)C)(COC)OC=O.O=C1OC[C@@H](F)O1.O=C1OC[C@@H](F)O1.O=C1OC[C@@H](F)O1.O=C1OC[C@@H](F)O1.O=C1OC[C@@H](F)O1.O=C1OC[C@@H](F)O1
Strongest force on any atom in eV/Å: 3.46
ΔE to the lowest compared entry with this formula, charge and spin in eV: 0.462

Record 4
Molecular formula: C3H8N2
Method: DFT, wB97M-V/def2-TZVPD

Positions of all 13 atoms, in Å:
C1 -2.44 0.90 0.41
N1 -3.52 0.40 1.08
H1 -2.48 1.97 0.15
H2 -1.40 0.57 0.61
H3 -3.62 -0.60 0.90
C2 1.47 -0.52 0.61
C3 1.80 -0.30 -1.66
N2 1.04 -0.73 -0.77
H4 2.06 0.40 0.62
H5 0.63 -0.44 1.30
H6 2.14 -1.33 0.94
H7 1.47 -0.30 -2.69
H8 2.86 -0.03 -1.49

## Properties
Total charge: -1
Multiplicity: 2
Strongest force on any atom in eV/Å: 1.03
⟨S²⟩: 0.754
ΔE to the lowest compared entry with this formula, charge and spin in eV: 2.055

Record 5
Molecular formula: C50H37N6O2Rh
Method: DFT, wB97M-V/def2-TZVPD

Positions of all 96 atoms, in Å:
Rh1 0.33 -0.61 -0.47
C1 4.75 5.72 -0.10
C2 4.08 5.42 1.07
C3 3.28 4.28 1.14
C4 3.17 3.43 0.05
C5 3.85 3.74 -1.13
C6 4.64 4.88 -1.20
C7 2.33 2.21 0.10
C8 3.02 0.94 -0.13
C9 4.43 0.76 -0.17
C10 4.65 -0.60 -0.06
C11 3.37 -1.20 0.07
C12 3.03 -2.43 0.67
C13 4.12 -3.40 0.93
C14 4.04 -4.67 0.36
C15 5.05 -5.59 0.57
C16 6.14 -5.27 1.37
C17 6.21 -4.01 1.95
C18 5.21 -3.08 1.74
C19 1.77 -2.74 1.17
N1 0.54 -2.12 0.91
C20 -0.38 -2.77 1.61
C21 -1.78 -2.50 1.30
C22 -2.77 -2.21 2.34
C23 -2.37 -1.80 3.62
C24 -3.32 -1.51 4.59
C25 -4.67 -1.59 4.29
C26 -5.08 -1.98 3.02
C27 -4.14 -2.30 2.06
C28 -2.13 -2.51 -0.01
C29 -1.51 -2.59 -1.32
C30 -0.05 -2.29 -1.59
C31 -1.65 -0.39 -0.41
N2 -2.45 -1.47 -0.90
C32 -2.15 0.72 0.20
C33 -1.09 1.66 0.55
C34 -1.10 3.11 0.70
C35 0.19 3.51 0.62
C36 1.01 2.32 0.44
N3 0.15 1.23 0.48
C37 -3.57 1.01 0.47
C38 -3.93 1.63 1.67
C39 -5.26 1.92 1.95
C40 -6.25 1.58 1.04
C41 -5.90 0.96 -0.15
C42 -4.57 0.68 -0.44
C43 0.21 -3.75 2.46
C44 1.54 -3.77 2.14
N4 2.41 -0.25 -0.06
H1 5.37 6.60 -0.16
H2 4.17 6.06 1.93
H3 2.76 4.03 2.06
H4 3.75 3.09 -1.99
H5 5.16 5.11 -2.12
H6 5.17 1.53 -0.22
H7 5.60 -1.11 -0.04
H8 3.19 -4.92 -0.26
H9 4.99 -6.57 0.11
H10 6.93 -5.99 1.53
H11 7.05 -3.76 2.59
H12 5.25 -2.11 2.21
H13 -1.32 -1.69 3.83
H14 -2.99 -1.19 5.57
H15 -5.41 -1.36 5.05
H16 -6.13 -2.05 2.79
H17 -4.46 -2.63 1.08
H18 -2.02 -3.21 -2.05
H19 0.58 -3.13 -1.26
H20 -1.98 3.73 0.81
H21 0.56 4.52 0.63
H22 -3.17 1.88 2.39
H23 -5.52 2.39 2.89
H24 -7.29 1.80 1.25
H25 -6.67 0.70 -0.87
H26 -4.31 0.18 -1.36
H27 -0.34 -4.37 3.14
H28 2.30 -4.41 2.56
N5 0.36 -1.96 -4.13
C45 0.19 -2.11 -3.00
O1 0.78 2.41 -3.44
C46 0.06 1.55 -2.76
O2 0.60 0.67 -2.12
C47 -1.45 1.75 -2.88
N6 -1.70 2.89 -3.77
C48 -2.31 2.36 -5.00
C49 -3.07 1.11 -4.57
C50 -2.16 0.52 -3.50
H29 -1.81 1.94 -1.87
H30 0.10 3.03 -3.83
H31 -2.33 3.55 -3.32
H32 -1.52 2.10 -5.71
H33 -2.93 3.13 -5.47
H34 -3.24 0.42 -5.39
H35 -4.04 1.39 -4.15
H36 -1.43 -0.17 -3.94
H37 -2.71 -0.04 -2.74

## Properties
Total charge: 0
Strongest force on any atom in eV/Å: 1.34
ΔE to the lowest compared entry with this formula, charge and spin in eV: 5.165

Record 6
Molecular formula: C30H60F8N14O18S8
Method: DFT, wB97M-V/def2-TZVPD

Positions of all 138 atoms, in Å:
C1 -6.57 1.33 3.19
C2 -5.25 2.07 3.54
N1 -5.02 3.25 2.70
C3 -5.02 4.55 3.02
C4 -4.73 5.25 1.82
N2 -4.59 4.36 0.80
C5 -4.77 3.08 1.30
C6 -4.14 4.74 -0.48
H1 -6.90 0.54 3.85
H2 -6.38 0.87 2.22
H3 -7.44 1.99 3.16
H4 -4.41 1.41 3.34
H5 -5.15 2.34 4.59
H6 -5.10 4.82 4.06
H7 -4.71 6.32 1.65
H8 -4.51 2.10 0.94
H9 -3.08 4.47 -0.55
H10 -4.13 5.81 -0.70
H11 -4.62 4.22 -1.31
C7 5.37 -0.87 -0.09
C8 4.14 -1.24 -0.93
N3 4.41 -2.04 -2.16
C9 4.16 -1.73 -3.51
C10 4.57 -2.78 -4.37
N4 5.15 -3.75 -3.56
C11 5.11 -3.32 -2.27
C12 5.70 -4.97 -4.16
H12 5.99 -0.13 -0.60
H13 6.02 -1.65 0.28
H14 5.01 -0.42 0.84
H15 3.62 -0.32 -1.20
H16 3.54 -1.81 -0.22
H17 3.77 -0.77 -3.81
H18 4.64 -2.90 -5.44
H19 5.59 -3.80 -1.43
H20 5.27 -5.86 -3.67
H21 6.77 -4.97 -3.94
H22 5.49 -5.02 -5.23
C13 2.62 2.32 2.65
C14 3.60 2.43 3.85
N5 3.33 3.38 4.92
C15 3.93 3.51 6.18
C16 3.37 4.57 6.88
N6 2.55 5.23 6.03
C17 2.51 4.47 4.82
C18 1.87 6.42 6.32
H23 1.63 1.98 2.93
H24 2.92 1.67 1.83
H25 2.39 3.22 2.08
H26 4.60 2.54 3.44
H27 3.57 1.54 4.48
H28 4.67 2.78 6.49
H29 3.60 4.87 7.89
H30 1.87 4.58 3.96
H31 1.79 6.96 5.37
H32 2.39 7.07 7.02
H33 0.93 6.29 6.86
C19 -0.60 -6.43 -7.58
C20 0.10 -5.04 -7.42
N7 0.14 -4.65 -6.03
C21 -0.95 -4.05 -5.37
C22 -0.58 -3.78 -4.01
N8 0.76 -4.25 -3.87
C23 1.18 -4.78 -5.09
C24 1.53 -4.18 -2.70
H34 -0.66 -6.93 -8.55
H35 -1.61 -6.46 -7.17
H36 0.12 -6.98 -6.97
H37 -0.45 -4.30 -8.00
H38 1.11 -5.30 -7.76
H39 -1.85 -3.96 -5.94
H40 -1.08 -3.30 -3.18
H41 2.12 -5.26 -5.35
H42 0.86 -4.05 -1.85
H43 2.14 -3.28 -2.76
H44 2.00 -5.16 -2.66
C25 -0.56 -1.10 -1.12
C26 -0.07 -0.14 -0.05
O1 1.14 -0.21 0.38
N9 -0.98 0.81 0.71
H45 -1.84 0.42 0.36
H46 -1.00 0.62 1.70
C27 -0.96 2.27 0.30
H47 0.30 -1.55 -1.61
H48 -0.93 -0.49 -1.94
H49 -1.24 -1.95 -1.06
H50 -1.84 2.69 0.79
H51 -0.82 2.21 -0.78
H52 0.01 2.62 0.64
C28 -2.55 -6.96 -0.02
C29 -1.61 -5.73 -0.23
O2 -1.42 -5.21 -1.36
N10 -0.70 -5.41 0.99
H53 -1.01 -6.05 1.71
H54 0.23 -5.65 0.68
C30 -1.03 -4.05 1.61
H55 -1.98 -7.85 0.26
H56 -3.08 -7.08 -0.96
H57 -3.23 -6.64 0.77
H58 -0.50 -4.33 2.52
H59 -2.10 -3.87 1.54
H60 -0.54 -3.29 0.99
N11 1.81 0.73 -5.38
S1 0.79 -0.34 -5.27
O3 -0.62 -0.05 -4.90
O4 1.32 -1.70 -5.04
F1 0.54 -0.49 -6.84
S2 1.57 1.37 -3.89
O5 1.75 0.43 -2.78
O6 0.49 2.39 -3.71
F2 2.94 2.15 -3.93
N12 -0.67 0.66 3.44
S3 -1.08 1.50 4.58
O7 -0.04 2.24 5.31
O8 -2.30 1.13 5.21
F3 -1.64 2.65 3.55
S4 0.29 -0.44 4.42
O9 -0.11 -0.81 5.79
O10 1.75 -0.49 4.11
F4 -0.27 -1.71 3.56
N13 -3.50 0.16 -0.04
S5 -4.08 0.01 -1.37
O11 -5.31 0.81 -1.61
O12 -3.81 -1.12 -2.24
F5 -3.00 1.14 -1.86
S6 -4.25 -1.21 0.67
O13 -3.45 -2.44 0.49
O14 -5.71 -1.23 0.61
F6 -3.97 -0.85 2.23
N14 -0.07 7.33 2.51
S7 0.92 8.01 1.59
O15 0.26 8.65 0.40
O16 2.16 7.28 1.37
F7 1.33 9.23 2.65
S8 -0.29 5.92 1.53
O17 0.75 4.96 1.65
O18 -1.14 6.01 0.38
F8 -1.32 5.22 2.59

## Properties
Electronic energy in hartree: -7283.0621
Total charge: +3
Multiplicity: 2
Strongest force on any atom in eV/Å: 13.45
⟨S²⟩: 0.764

Record 7
Molecular formula: C22H12Br4Cl2IrNO4S
Method: DFT, wB97M-V/def2-TZVPD

Positions of all 47 atoms, in Å:
Ir1 0.83 0.06 -1.03
Br1 -2.61 5.33 -3.85
C1 -1.51 4.28 -2.76
C2 -0.88 4.87 -1.60
Br2 -1.17 6.67 -1.22
C3 -0.08 4.12 -0.78
Br3 0.78 4.82 0.73
C4 0.14 2.76 -1.07
O1 0.89 1.98 -0.36
C5 -0.49 2.17 -2.23
O2 -0.22 0.94 -2.47
C6 -1.31 2.96 -3.07
Br4 -2.07 2.11 -4.55
Cl1 -3.41 -1.24 1.11
C7 -2.45 -2.14 0.00
C8 -2.87 -3.43 -0.41
C9 -2.11 -4.17 -1.28
Cl2 -2.65 -5.75 -1.75
C10 -0.89 -3.67 -1.78
C11 -0.01 -4.34 -2.66
C12 1.15 -3.73 -3.07
C13 1.45 -2.44 -2.61
N1 0.65 -1.80 -1.80
C14 -0.51 -2.39 -1.36
C15 -1.27 -1.61 -0.47
O3 -0.80 -0.41 -0.10
H1 -3.80 -3.82 -0.03
H2 -0.26 -5.34 -3.00
H3 1.83 -4.23 -3.74
H4 2.35 -1.93 -2.93
C16 2.64 -1.81 2.72
S1 1.26 -1.18 1.79
O4 1.97 -0.85 0.43
C17 0.94 0.36 2.60
C18 -0.33 0.55 3.10
C19 -0.61 1.75 3.76
C20 0.37 2.72 3.87
C21 1.64 2.52 3.33
C22 1.93 1.33 2.69
H5 3.28 -1.00 3.06
H6 3.19 -2.48 2.06
H7 2.24 -2.36 3.57
H8 -1.09 -0.21 2.98
H9 -1.60 1.92 4.17
H10 0.15 3.65 4.37
H11 2.39 3.29 3.41
H12 2.91 1.17 2.25

## Properties
Total charge: +1
Multiplicity: 2
Strongest force on any atom in eV/Å: 0.36
⟨S²⟩: 0.776
ΔE to the lowest compared entry with this formula, charge and spin in eV: 0.000

Q: Number 7 is which compound?
A: C22H12Br4Cl2IrNO4S